(1)
The following is a DFT calculation (ωB97M-V with the def2-TZVPD basis set) of a cluster of 2 separate species, C4HO4 in total.

Summary:
Lowest unoccupied orbital energy (alpha / beta)   4.176 / 2.442 eV
Relative energy (zero: lowest compared OMol25 entry of this formula, charge and spin)   0.000 eV
Spin multiplicity   3
Expectation value of S²   2.007
Total charge   -1
E   -453.8156 hartree

Positions of all 9 atoms, in Å:
C1 -1.1188 -0.1759 0.0305
C2 0.0603 -0.7973 -0.1228
C3 -0.0173 2.0061 -0.6685
C4 1.3936 -1.0379 -0.0401
O1 2.5659 -0.8647 -0.1947
O2 -0.2524 2.7468 0.2133
O3 0.6860 -1.9225 0.8132
O4 -1.5287 0.7963 -0.6240
H1 -1.7887 -0.7509 0.5932

=====

(2)
The following is a DFT calculation (ωB97M-V with the def2-TZVPD basis set) of a cluster of 2 separate species, C6H10NOP in total.

Summary:
Lowest unoccupied orbital energy (alpha / beta)   -0.891 / -0.935 eV
Relative energy (zero: lowest compared OMol25 entry of this formula, charge and spin)   6.641 eV
Total charge   0
E   -705.7071 hartree

Positions of all 19 atoms, in Å:
C1 -0.5391 -0.8116 -1.1795
C2 -0.2244 -2.0847 -0.6569
C3 1.4161 -1.0102 0.5946
C4 0.2949 -0.0779 0.9152
C5 -1.2335 -0.3628 -2.4345
C6 0.8667 1.3472 1.1879
N1 -0.5929 0.1032 -0.1966
O1 0.6898 -2.2271 0.1779
P1 -3.3826 -2.9249 0.0656
H1 1.9464 -0.7657 -0.2980
H2 2.1159 -1.3901 1.2967
H3 -0.1833 -0.5467 1.8516
H4 -2.2922 -0.1443 -2.1474
H5 -1.1079 -1.0200 -3.2616
H6 -0.6946 0.5655 -2.8049
H7 1.4357 1.5916 0.1858
H8 1.3753 1.3158 2.1404
H9 -0.0047 2.0242 1.4088
H10 -3.0935 -2.0317 -1.1329

=====

(3)
The following is a DFT calculation (ωB97M-V with the def2-TZVPD basis set) of a cluster of 3 separate species, C30H38ClN4O5 in total.

Summary:
Lowest unoccupied orbital energy   -2.891 eV
Total charge   +1
E   -2220.9320 hartree

Positions of all 78 atoms, in Å:
C1 -1.5396 -3.7828 3.4613
C2 -0.9574 -4.8202 2.4778
C3 -1.8481 -5.0973 1.2509
C4 -1.4900 -4.2290 0.0043
C5 -2.4107 -3.0223 -0.2604
N1 -3.6278 -2.8548 0.5981
C6 -4.3093 -1.6566 0.0488
C7 -5.1607 -0.8179 1.0124
C8 -4.7146 -0.6636 2.3049
C9 -5.4712 0.1320 3.1414
C10 -6.5906 0.6836 2.5748
C11 -6.9769 0.4491 1.2855
N2 -6.2499 -0.3223 0.4763
C12 -3.0725 -0.7383 -0.2664
C13 -1.7804 -1.6082 -0.5344
C14 -1.3235 -1.4095 -1.9855
C15 -1.2219 0.0534 -2.4664
C16 -0.4983 1.0227 -1.5217
C17 -0.7741 -1.3603 0.6340
C18 0.6893 -1.4368 0.2373
O1 1.1937 -2.2675 -0.4627
Cl1 1.7519 -0.1619 0.9455
H1 -0.7226 -3.2970 4.0000
H2 -2.1821 -4.2406 4.2147
H3 -2.1132 -2.9749 2.9862
H4 0.0553 -4.5309 2.1920
H5 -0.8711 -5.7554 3.0345
H6 -2.9098 -5.0817 1.5178
H7 -1.6322 -6.1273 0.9591
H8 -1.5530 -4.8744 -0.8714
H9 -0.4402 -3.9533 0.0985
H10 -2.8597 -3.2292 -1.2401
H11 -3.4888 -2.9342 1.6072
H12 -4.2042 -3.6521 0.3172
H13 -4.8407 -1.8665 -0.8741
H14 -3.8074 -1.1349 2.6648
H15 -5.1953 0.3089 4.1703
H16 -7.2057 1.3416 3.1792
H17 -7.8836 0.8868 0.8884
H18 -3.4443 -0.1403 -1.1031
H19 -2.8875 0.0228 0.4915
H20 -2.0875 -1.8844 -2.6145
H21 -0.3843 -1.9123 -2.2227
H22 -0.7104 0.0701 -3.4317
H23 -2.2110 0.4738 -2.6621
H24 -0.5856 2.0183 -1.9629
H25 -0.9968 1.0874 -0.5515
H26 0.5587 0.8012 -1.3768
H27 -0.9297 -0.3700 1.0627
H28 -0.9128 -2.0505 1.4708
C19 4.5880 2.1037 -3.2244
C20 3.3929 1.4583 -3.5173
C21 2.4288 2.0987 -4.2795
C22 2.6754 3.3776 -4.7421
C23 3.8565 4.0364 -4.4537
C24 4.8172 3.3923 -3.6887
N3 1.6590 4.0450 -5.5691
O2 0.6242 3.4423 -5.7828
O3 1.9119 5.1531 -5.9880
H29 5.3428 1.6006 -2.6336
H30 3.2150 0.4547 -3.1534
H31 1.5009 1.5938 -4.5059
H32 4.0372 5.0377 -4.8166
H33 5.7466 3.8945 -3.4574
C25 4.4871 1.7141 2.7215
C26 4.0032 2.5736 1.7436
C27 4.7407 3.6851 1.3698
C28 5.9590 3.9184 1.9809
C29 6.4510 3.0766 2.9620
C30 5.7071 1.9674 3.3334
N4 6.7553 5.0843 1.5678
O4 6.2854 5.8120 0.7167
O5 7.8335 5.2450 2.0987
H34 3.9113 0.8426 3.0078
H35 3.0511 2.3757 1.2696
H36 4.3640 4.3531 0.6087
H37 7.4022 3.2722 3.4353
H38 6.0809 1.2987 4.0967

=====

(4)
The following is a DFT calculation (ωB97M-V with the def2-TZVPD basis set) of a cluster of 2 separate species, C4H12 in total.

Summary:
Lowest unoccupied orbital energy   1.103 eV
Relative energy (zero: lowest compared OMol25 entry of this formula, charge and spin)   1.392 eV
Total charge   0
E   -159.5338 hartree

Positions of all 16 atoms, in Å:
C1 1.2317 0.0339 1.8901
C2 -0.2670 -0.0704 2.2202
H1 1.5530 0.2675 0.8264
H2 1.6840 0.9255 2.4210
H3 1.7470 -0.7848 2.2925
H4 -0.6208 -1.1452 2.1972
H5 -0.8013 0.2692 1.4255
H6 -0.5611 0.6279 3.1059
C3 -0.7491 0.2884 -1.3300
C4 -0.2941 -0.2737 -2.6719
H7 -0.2448 -0.0051 -0.5237
H8 -0.5567 1.3986 -1.3754
H9 -1.8114 -0.0384 -1.1908
H10 0.1613 -1.2678 -2.4817
H11 0.4664 0.3134 -3.3001
H12 -0.9372 -0.5390 -3.5051

=====

(5)
The following is a DFT calculation (ωB97M-V with the def2-TZVPD basis set) of a cluster of 2 separate species, C5H11N3O in total.

Summary:
Lowest unoccupied orbital energy   0.875 eV
Relative energy (zero: lowest compared OMol25 entry of this formula, charge and spin)   6.169 eV
Total charge   0
E   -436.4203 hartree

Positions of all 20 atoms, in Å:
C1 -1.0897 2.0771 1.0264
C2 -0.4042 -1.5843 1.0552
N1 -0.5457 1.0935 0.1372
C3 -0.4156 1.0922 -1.1093
C4 0.6072 -0.6228 0.5310
N2 0.2223 -1.7632 -1.8028
C5 1.7845 -0.3274 1.0855
O1 0.6219 -0.6041 -1.0984
N3 -0.4072 1.6370 -2.2202
H1 0.9833 -2.0021 -2.4331
H2 -0.5818 -1.5016 -2.3719
H3 0.3612 1.4137 -2.8407
H4 -1.0857 3.0701 0.5682
H5 -2.1135 1.8337 1.3227
H6 -0.4754 2.0949 1.9312
H7 -0.4439 -2.4855 0.4415
H8 -0.1207 -1.8780 2.0653
H9 -1.4136 -1.1747 1.0350
H10 2.5226 0.2783 0.5822
H11 1.9938 -0.6468 2.0950

=====

(6)
The following is a DFT calculation (ωB97M-V with the def2-TZVPD basis set) of a cluster of 2 separate species, C4H12 in total.

Summary:
Lowest unoccupied orbital energy   1.180 eV
Relative energy (zero: lowest compared OMol25 entry of this formula, charge and spin)   0.430 eV
Total charge   0
E   -159.5692 hartree

Positions of all 16 atoms, in Å:
C1 0.0830 -1.4950 -1.2842
C2 -1.0949 -0.6398 -1.7950
H1 0.0416 -2.4063 -1.8907
H2 0.9461 -0.8548 -1.1883
H3 -0.2416 -1.9136 -0.3192
H4 -0.8039 0.0332 -2.6113
H5 -1.4710 0.0140 -1.0095
H6 -1.9242 -1.2184 -2.1788
C3 1.3005 1.2358 1.5030
C4 -0.2125 0.9135 1.6031
H7 1.4511 2.3047 1.6534
H8 1.8688 0.6792 2.2482
H9 1.6584 1.0057 0.5020
H10 -0.7013 1.0616 0.6455
H11 -0.6550 1.4491 2.4226
H12 -0.2451 -0.1689 1.6992